C36H32N4O3S3W | ωB97M-V/def2-TZVPD

```
79
Properties=species:S:1:pos:R:3:lowdin_charge:R:1
W 0.552 -0.027 0.935 2.022
O 0.877 -1.317 -0.369 -0.256
C 1.807 -2.114 -0.953 -0.250
C 1.463 -3.252 -1.649 0.045
C 2.496 -3.971 -2.250 0.034
C 3.831 -3.557 -2.170 0.006
C 4.157 -2.411 -1.477 0.043
C 3.136 -1.676 -0.837 -0.128
C 3.422 -0.458 -0.183 -0.003
N 2.628 0.298 0.544 -0.100
C 3.172 1.639 0.886 -0.136
C 2.197 2.583 0.231 -0.119
N 0.923 2.127 0.809 -0.095
C 0.153 2.997 1.387 0.001
C -0.857 2.710 2.364 -0.146
C -1.759 3.688 2.812 0.031
C -2.535 3.437 3.927 0.007
C -2.377 2.245 4.644 0.023
C -1.463 1.275 4.248 0.041
C -0.741 1.515 3.096 -0.269
O 0.157 0.584 2.646 -0.218
H 0.431 -3.560 -1.736 0.128
H 2.255 -4.871 -2.800 0.141
H 4.603 -4.130 -2.663 0.139
H 5.185 -2.078 -1.415 0.143
H 4.437 -0.082 -0.310 0.163
H 4.194 1.751 0.521 0.148
H 3.169 1.784 1.968 0.127
H 2.187 2.467 -0.855 0.132
H 2.394 3.626 0.485 0.151
H 0.365 4.049 1.188 0.172
H -1.836 4.633 2.292 0.141
H -3.239 4.181 4.272 0.138
H -2.964 2.081 5.539 0.141
H -1.312 0.367 4.815 0.143
C -3.289 0.018 1.313 -0.055
C -2.486 -1.235 1.436 -0.572
N -1.163 -1.361 1.469 -0.052
C -0.776 -2.667 1.729 -0.309
C -1.804 -3.544 1.820 -0.248
S -3.284 -2.716 1.643 1.239
C 0.630 -2.848 2.052 -0.309
C 1.289 -3.962 2.445 -0.251
S 2.842 -3.553 3.015 1.246
C 2.578 -1.912 2.698 -0.569
N 1.380 -1.676 2.153 -0.059
C 3.580 -0.903 3.144 -0.039
H -2.663 0.907 1.291 0.046
H -3.949 0.106 2.177 0.113
H -3.928 -0.015 0.429 0.097
H -1.776 -4.598 2.044 0.111
H 0.931 -4.978 2.477 0.112
H 3.895 -1.137 4.162 0.113
H 3.147 0.091 3.161 0.065
H 4.477 -0.917 2.524 0.105
O -0.811 0.669 -0.219 -0.634
S -1.881 1.232 -1.253 1.212
C -2.512 -0.166 -2.138 -0.382
C -3.526 0.179 -3.028 -0.049
C -4.131 -0.836 -3.753 -0.008
C -3.734 -2.156 -3.572 -0.009
C -2.725 -2.470 -2.672 -0.035
C -2.096 -1.473 -1.937 -0.074
C -0.947 2.138 -2.416 -0.415
C 0.197 1.620 -3.025 -0.069
C 0.812 2.383 -3.998 -0.028
C 0.279 3.624 -4.362 0.002
C -0.861 4.116 -3.748 -0.013
C -1.487 3.376 -2.749 -0.056
H -3.845 1.204 -3.166 0.128
H -4.916 -0.593 -4.455 0.137
H -4.219 -2.941 -4.134 0.134
H -2.427 -3.502 -2.541 0.121
H -1.300 -1.712 -1.247 0.077
H 0.572 0.626 -2.775 0.118
H 1.690 2.009 -4.505 0.127
H 0.760 4.204 -5.137 0.136
H -1.266 5.077 -4.035 0.135
H -2.370 3.760 -2.255 0.124
```

Results
- Net charge: +4
- Energy relative to the best compared isomer or geometry (same formula, charge and spin): 8.1 kcal per mole
- Lowest unoccupied orbital energy: -13.32 eV
- Max |F|: 1.09 eV Å⁻¹
- Electronic energy: -3096.0925 a.u.
- Kohn-Sham gap: 0.2207 Eh

=====

C36H33AuBrN3O6PSSe2 | ωB97M-V/def2-TZVPD

```
84
Properties=species:S:1:pos:R:3:lowdin_charge:R:1
Au 2.811 -0.756 1.805 0.585
Se 4.234 0.820 0.673 0.493
P 4.351 -0.551 -1.042 0.310
Se 3.907 -2.258 0.286 0.500
C 5.959 -0.621 -1.805 -0.411
C 6.190 0.139 -2.952 -0.074
C 7.458 0.158 -3.507 -0.050
C 8.482 -0.578 -2.926 -0.045
C 8.250 -1.331 -1.782 -0.053
C 6.990 -1.348 -1.211 -0.093
C 3.094 -0.291 -2.278 -0.424
C 3.126 -1.098 -3.418 -0.089
C 2.089 -1.018 -4.330 -0.048
C 1.033 -0.138 -4.108 -0.037
C 1.012 0.669 -2.981 -0.048
C 2.040 0.587 -2.056 -0.096
H 5.388 0.705 -3.409 0.115
H 7.645 0.746 -4.395 0.117
H 9.469 -0.563 -3.367 0.117
H 9.051 -1.901 -1.334 0.116
H 6.806 -1.922 -0.312 0.083
H 3.946 -1.787 -3.589 0.116
H 2.102 -1.644 -5.210 0.114
H 0.212 -0.087 -4.810 0.108
H 0.187 1.347 -2.810 0.087
H 2.009 1.192 -1.160 0.077
C 4.733 -2.828 4.494 -0.053
O 3.550 -2.185 4.038 -0.161
C 2.506 -2.089 4.912 -0.207
C 2.513 -2.637 6.181 -0.056
C 1.376 -2.510 6.976 -0.664
Br 1.392 -3.259 8.710 0.785
C 0.254 -1.844 6.535 -0.061
C 0.244 -1.280 5.261 -0.059
C 1.367 -1.414 4.435 -0.252
O 1.325 -0.968 3.177 -0.272
C -0.953 -0.544 4.843 -0.266
N -2.129 -0.701 5.393 0.187
C -2.957 0.185 4.738 -0.221
C -4.321 0.428 4.908 -0.009
C -4.907 1.387 4.110 -0.089
C -4.163 2.107 3.159 -0.092
C -2.813 1.883 2.975 -0.032
C -2.231 0.906 3.774 -0.193
N -0.951 0.411 3.856 0.166
H 4.526 -3.852 4.807 0.103
H 5.181 -2.272 5.319 0.108
H 5.412 -2.838 3.646 0.090
H 3.378 -3.158 6.561 0.101
H -0.619 -1.739 7.162 0.114
H -0.338 -1.665 2.141 0.096
H -4.887 -0.124 5.645 0.114
H -5.961 1.601 4.219 0.102
H -4.662 2.859 2.563 0.101
H -2.241 2.449 2.250 0.107
H -0.136 0.710 3.349 0.146
C -7.523 3.714 -5.415 -0.041
C -6.329 3.056 -4.788 -0.256
C -5.777 3.558 -3.610 -0.023
C -4.693 2.942 -3.013 -0.045
C -4.152 1.810 -3.604 -0.299
C -4.673 1.295 -4.780 -0.046
C -5.762 1.922 -5.364 -0.025
S -2.767 1.034 -2.855 0.654
O -2.203 0.101 -3.798 -0.300
O -1.900 2.019 -2.265 -0.296
N -3.463 0.242 -1.574 -0.122
C -2.588 -0.083 -0.454 -0.208
C -1.601 -1.221 -0.767 -0.065
C -0.558 -1.300 0.307 -0.515
O -1.020 -1.787 1.451 0.139
O 0.587 -0.921 0.164 0.014
H -7.599 4.760 -5.122 0.080
H -8.441 3.214 -5.101 0.091
H -7.476 3.662 -6.502 0.083
H -6.201 4.446 -3.159 0.119
H -4.261 3.337 -2.104 0.119
H -4.221 0.425 -5.234 0.113
H -6.172 1.529 -6.285 0.120
H -4.047 -0.524 -1.889 0.124
H -3.212 -0.340 0.401 0.129
H -2.044 0.827 -0.206 0.114
H -1.094 -1.032 -1.712 0.106
H -2.135 -2.171 -0.828 0.137
```

Results
- Net charge: +1
- Energy relative to the best compared isomer or geometry (same formula, charge and spin): 0.0 kcal per mole
- Lowest unoccupied orbital energy (alpha / beta): -5.81 / -5.81 eV
- Max |F|: 0.55 eV Å⁻¹
- Electronic energy: -10259.3002 a.u.
- Kohn-Sham gap (alpha / beta): 0.1515 / 0.1517 Eh

=====

C36H33BF4N7P2S4SbSe2W | ωB97M-V/def2-TZVPD

```
91
Properties=species:S:1:pos:R:3:lowdin_spin:R:1
W 1.603 -1.756 1.763 0.400
C 0.808 -7.450 3.049 0.000
C 2.228 -6.908 3.099 -0.001
N 2.608 -6.200 1.890 -0.004
C 2.538 -4.863 1.710 -0.006
S 2.249 -3.805 3.032 -0.007
N 2.689 -4.442 0.479 -0.008
N 2.627 -3.089 0.366 -0.010
C 3.080 -2.618 -0.760 0.042
C 3.586 -3.465 -1.879 0.006
C 3.090 -1.184 -0.860 0.009
C 3.612 -0.498 -1.959 0.003
C 3.623 0.876 -1.955 0.005
C 3.151 1.544 -0.830 0.004
C 2.671 0.810 0.228 0.006
N 2.602 -0.534 0.210 0.015
H 0.585 -8.004 3.963 0.000
H 0.680 -8.126 2.202 0.000
H 0.094 -6.636 2.945 0.000
H 2.945 -7.720 3.250 0.000
H 2.344 -6.222 3.936 0.000
H 2.565 -6.714 1.022 0.000
H 3.371 -4.508 -1.681 0.000
H 4.665 -3.342 -2.007 0.002
H 3.094 -3.165 -2.807 0.002
H 3.989 -1.059 -2.801 0.000
H 3.996 1.427 -2.809 0.000
H 3.152 2.623 -0.766 0.000
H 2.334 1.288 1.136 0.001
S 1.226 1.548 5.495 0.141
Sb 1.778 -0.575 4.986 0.182
S 3.262 -0.704 3.004 0.077
S 0.112 -1.763 3.710 0.126
Se -3.647 2.673 -0.964 0.000
P -1.982 2.897 0.301 0.000
C -2.446 3.281 2.010 0.000
C -2.932 2.262 2.826 0.000
C -3.319 2.542 4.123 0.000
C -3.236 3.841 4.609 0.000
C -2.769 4.859 3.794 0.000
C -2.373 4.581 2.493 0.000
C -0.851 4.247 -0.182 0.000
C -1.231 5.160 -1.157 0.000
C -0.371 6.191 -1.517 0.000
C 0.868 6.307 -0.906 0.000
C 1.245 5.400 0.078 0.000
C 0.389 4.374 0.445 0.000
C -0.914 1.449 0.504 0.000
C -0.688 0.202 -0.115 0.002
N 0.078 -0.458 0.777 -0.001
N 0.361 0.327 1.785 0.001
N -0.220 1.481 1.668 0.004
P -0.920 -0.542 -1.775 0.000
Se -0.123 -2.480 -1.939 0.002
C -2.690 -0.534 -2.099 0.000
C -3.258 0.139 -3.170 0.000
C -4.627 0.058 -3.383 0.000
C -5.420 -0.679 -2.518 0.000
C -4.847 -1.357 -1.448 0.000
C -3.480 -1.296 -1.239 0.000
C -0.127 0.642 -2.918 0.000
C -0.390 2.005 -2.871 0.000
C 0.279 2.883 -3.709 0.000
C 1.204 2.398 -4.624 0.000
C 1.448 1.034 -4.699 0.000
C 0.792 0.159 -3.844 0.000
H -2.983 1.245 2.456 0.000
H -3.665 1.741 4.763 0.000
H -3.523 4.054 5.631 0.000
H -2.698 5.871 4.173 0.000
H -1.995 5.377 1.863 0.000
H -2.199 5.047 -1.632 0.000
H -0.672 6.900 -2.279 0.000
H 1.540 7.108 -1.189 0.000
H 2.205 5.498 0.569 0.000
H 0.671 3.677 1.225 0.000
H -2.642 0.738 -3.830 0.000
H -5.073 0.587 -4.215 0.000
H -6.490 -0.731 -2.678 0.000
H -5.462 -1.945 -0.779 0.000
H -3.024 -1.864 -0.433 0.000
H -1.157 2.387 -2.213 0.000
H 0.069 3.943 -3.646 0.000
H 1.725 3.082 -5.282 0.000
H 2.159 0.645 -5.419 0.000
H 0.992 -0.906 -3.875 0.000
F -0.462 -5.389 0.529 0.000
B -0.965 -4.311 1.224 0.001
F 0.115 -3.222 1.132 0.004
F -1.141 -4.577 2.560 0.000
F -2.089 -3.766 0.645 0.000
```

Results
- Net charge: -1
- Energy relative to the best compared isomer or geometry (same formula, charge and spin): 26.9 kcal per mole
- ⟨S²⟩: 0.773
- 2S+1: 2
- Lowest unoccupied orbital energy (alpha / beta): 1.44 / 0.57 eV
- Max |F|: 1.66 eV Å⁻¹
- Electronic energy: -9585.3892 a.u.
- Kohn-Sham gap (alpha / beta): 0.2110 / 0.1851 Eh